Computed, not measured: a cluster of 9 separate species, C45H108O27S3 in total in a non-equilibrium geometry, with ωB97M-V/def2-TZVPD.

```
183
Properties=species:S:1:pos:R:3:forces:R:3:mulliken_charge:R:1
C -2.649434 -9.654236 7.141924 0.1 -0.1 1.6 -0.950
C -1.662599 -8.442323 7.274032 -0.6 -2.5 -1.5 -0.241
O -1.781620 -8.039473 5.881697 2.2 1.6 -1.7 -0.308
S -0.611658 -8.331135 4.693948 -0.2 -1.2 0.5 1.144
C -1.314982 -9.982760 3.984869 -0.6 2.0 0.3 -0.911
O -0.770961 -7.270254 3.721814 -0.2 -1.3 1.1 -0.565
O 0.709448 -8.614647 5.234850 -1.7 0.5 -0.1 -0.591
H -2.980290 -10.010470 8.117489 0.1 -0.3 0.1 0.372
H -2.241028 -10.491167 6.575476 0.6 0.1 0.4 0.185
H -3.555511 -9.447216 6.572476 0.1 0.8 0.2 0.302
H -1.876102 -7.700103 8.043197 -0.7 0.5 -0.8 0.284
H -0.633498 -8.714310 7.508695 0.0 -0.4 -0.3 0.289
H -0.849707 -10.192649 3.021771 0.2 0.2 0.3 0.360
H -2.354387 -9.689365 3.837683 0.0 0.0 -0.3 0.331
H -1.364306 -10.844144 4.650949 0.8 0.4 0.2 0.299
C -2.036700 0.796389 0.628900 0.7 -0.3 1.5 -1.167
C -0.597939 0.309132 1.088186 -2.0 -0.8 -1.6 -0.141
O 0.360584 1.271752 0.734489 2.6 0.5 -0.6 -0.278
S 1.944035 0.747949 0.428910 -0.7 -0.5 -0.7 1.101
C 1.823452 -0.251707 -1.195450 -1.1 1.9 1.6 -0.884
O 2.704273 1.900973 0.013599 -0.9 -0.6 0.9 -0.559
O 2.344558 -0.075296 1.552559 -0.4 0.7 -1.2 -0.593
H -2.467375 1.598935 1.227683 0.5 0.5 -0.3 0.327
H -2.754592 0.005439 0.846024 0.2 -0.5 -0.3 0.374
H -2.031606 0.994163 -0.442994 0.0 0.2 0.2 0.283
H -0.493757 -0.082151 2.100179 -0.1 0.4 0.1 0.336
H -0.502019 -0.523945 0.391858 0.4 -0.5 0.3 0.196
H 2.844412 -0.257559 -1.577193 -0.1 -0.8 0.4 0.377
H 1.271395 0.429197 -1.843286 0.0 0.2 0.0 0.315
H 1.163335 -1.104196 -1.035503 0.9 -0.4 -0.1 0.315
C -6.327940 -8.281587 -5.204158 1.0 0.4 -0.2 -1.016
C -5.594020 -8.026661 -6.580987 -1.9 -0.5 0.1 -0.296
O -4.253266 -7.505082 -6.568324 -0.9 1.2 0.7 -0.345
S -4.096827 -6.105445 -5.710182 1.8 0.0 1.3 1.076
C -3.343931 -6.889182 -4.273875 0.9 0.7 -0.2 -0.915
O -3.110512 -5.293829 -6.391966 -1.2 -1.0 0.3 -0.598
O -5.315610 -5.515256 -5.200796 0.5 -0.4 -1.4 -0.556
H -5.805737 -9.004357 -4.577243 0.2 -0.2 -0.3 0.288
H -7.344084 -8.661105 -5.311485 0.1 0.1 -0.5 0.371
H -6.371041 -7.380396 -4.592514 -0.2 0.0 -0.3 0.311
H -5.612034 -8.952150 -7.156530 0.7 -0.2 0.2 0.345
H -6.175733 -7.378869 -7.236799 -0.2 0.4 0.4 0.336
H -2.823960 -7.781654 -4.622050 -0.6 -0.2 0.3 0.306
H -4.084260 -6.956557 -3.476712 0.0 -0.5 -0.3 0.284
H -2.535445 -6.254132 -3.911708 -0.2 0.4 -0.1 0.410
C -9.789970 -2.858764 6.927535 1.8 -0.9 0.8 -0.825
O -10.545139 -3.872549 7.595227 -0.3 1.1 -1.4 -0.288
C -11.500085 -3.359457 8.496138 -0.2 -1.9 0.6 -0.586
C -12.409617 -4.553484 8.855475 -1.5 1.2 -0.2 -0.410
O -13.325404 -4.761499 7.792509 -1.7 -1.0 -1.1 -0.336
C -14.363612 -5.847543 7.905824 1.4 1.0 0.1 -0.717
C -15.583115 -5.555864 8.829227 1.6 -0.7 -0.8 -0.451
O -16.270888 -4.459154 8.285523 2.2 -0.1 -1.3 -0.281
C -17.190299 -3.925619 9.108220 -2.6 0.0 1.8 -0.746
H -8.980965 -2.623825 7.619213 -0.2 1.1 0.5 0.329
H -10.274865 -1.976573 6.509539 -0.5 -0.2 0.4 0.300
H -9.135993 -3.284765 6.166652 -0.8 -0.6 -0.5 0.289
H -12.089486 -2.511461 8.147418 0.0 -0.1 -0.4 0.344
H -11.025594 -3.069979 9.433775 0.3 0.3 0.2 0.363
H -13.039496 -4.202025 9.672689 0.3 -0.2 0.8 0.309
H -11.850954 -5.446239 9.136525 0.2 -0.1 -0.1 0.340
H -13.726994 -6.710865 8.099477 -0.6 -0.5 0.9 0.441
H -14.790651 -6.094176 6.933763 0.4 0.9 -0.4 0.294
H -15.208455 -5.472391 9.849404 -0.2 0.9 0.3 0.367
H -16.219794 -6.440248 8.854095 -0.2 -0.3 -0.2 0.391
H -16.874617 -4.012782 10.147855 -0.1 0.2 0.3 0.320
H -18.134683 -4.455873 8.985539 -0.4 -0.6 0.4 0.287
H -17.568718 -2.916571 8.944795 1.1 0.4 -0.6 0.268
C 17.083386 3.699632 -10.231427 -0.4 -0.5 0.2 -0.735
O 15.943355 3.422748 -9.426190 -0.1 -1.2 1.3 -0.323
C 16.353687 3.098588 -8.027402 1.2 2.6 -1.6 -0.548
C 15.291652 2.813872 -6.991827 -0.6 -0.7 -1.3 -0.659
O 14.344911 3.834704 -6.787331 0.4 0.8 0.5 -0.278
C 13.325535 4.062190 -7.756408 -0.6 0.8 -0.1 -0.421
C 12.337720 5.242731 -7.297835 1.7 -2.5 0.0 -0.594
O 11.384038 4.824705 -6.361686 -0.8 0.4 -0.2 -0.375
C 11.900964 4.278722 -5.182958 0.3 -1.0 0.2 -0.568
H 16.825375 3.495225 -11.270534 -0.2 0.4 0.0 0.245
H 17.898865 3.007427 -10.021811 0.2 -0.1 0.3 0.291
H 17.434890 4.721618 -10.089711 0.0 0.1 -0.1 0.304
H 16.856394 4.027801 -7.759190 0.0 0.4 0.6 0.353
H 17.221159 2.440769 -8.080816 -0.5 -1.0 0.2 0.480
H 15.783209 2.607743 -6.041047 0.1 0.3 0.0 0.326
H 14.809266 1.878984 -7.277150 -0.5 -0.2 0.0 0.360
H 12.842041 3.100066 -7.925682 -0.5 0.1 -0.2 0.360
H 13.731416 4.442502 -8.693814 0.3 -0.3 -0.1 0.342
H 11.821035 5.624718 -8.178310 0.0 0.0 0.2 0.363
H 13.061621 5.962252 -6.915266 -0.3 0.6 0.3 0.340
H 12.615567 4.962360 -4.724616 0.0 -0.1 0.3 0.283
H 12.356943 3.302701 -5.349014 0.7 0.1 -0.4 0.183
H 11.126271 3.932718 -4.498695 -0.6 1.0 0.0 0.271
C -6.133853 8.087468 -1.303982 0.0 1.0 0.8 -0.515
O -5.207362 9.178712 -1.153946 -1.3 -0.2 0.0 -0.370
C -4.011105 8.972926 -1.744356 2.5 -0.2 -1.4 -0.680
C -3.946265 9.083994 -3.279731 -0.6 -0.4 -0.5 -0.473
O -4.659778 7.991590 -3.917875 0.0 -0.5 -1.1 -0.126
C -4.485239 7.803473 -5.344187 0.9 -0.8 -0.4 -0.711
C -5.313500 6.659192 -6.048497 -1.5 1.8 2.7 -0.600
O -5.435307 5.457616 -5.247368 -2.4 3.3 -2.2 -0.306
C -4.343681 4.728332 -5.184182 3.2 -2.9 1.4 -0.722
H -7.049803 8.544225 -0.929146 -0.2 -0.5 -0.2 0.217
H -5.808278 7.311997 -0.610626 -0.2 -0.4 -0.2 0.267
H -6.240717 7.734197 -2.329592 0.1 0.1 0.2 0.204
H -3.465469 8.062331 -1.496979 -0.6 -1.0 0.2 0.370
H -3.282099 9.662274 -1.318401 -0.2 0.8 -0.2 0.429
H -2.905317 9.043238 -3.600456 0.2 0.1 0.1 0.366
H -4.400800 10.019991 -3.604395 0.0 0.2 -0.1 0.314
H -3.483376 7.521864 -5.668323 0.9 0.1 1.1 0.363
H -4.607783 8.701457 -5.949755 -0.7 0.4 0.3 0.423
H -4.983565 6.634085 -7.087058 0.5 -0.9 0.1 0.363
H -6.320170 7.075274 -6.088324 -0.3 -0.5 -0.1 0.334
H -3.467637 5.205164 -4.744555 0.2 0.6 0.1 0.278
H -3.964932 4.220443 -6.071154 -0.4 0.2 -0.8 0.320
H -4.569807 3.923112 -4.485196 0.1 -0.3 0.1 0.255
C -1.228588 8.583597 5.900099 -1.0 1.1 0.2 -0.712
O -2.199259 9.626563 6.163668 1.0 -0.3 0.3 -0.313
C -1.614556 10.772797 6.781139 -1.2 0.8 0.1 -0.431
C -2.646531 11.465771 7.727950 0.3 0.7 -1.6 -0.553
O -3.199382 12.637422 7.102775 -0.1 0.1 1.4 -0.379
C -4.077724 12.584451 5.996796 0.4 -0.2 0.5 -0.351
C -5.443126 13.257643 6.232261 0.3 1.4 -1.4 -0.618
O -5.444259 14.682740 6.595973 0.7 -2.2 0.8 -0.360
C -4.551039 15.468466 5.831046 -2.0 1.9 1.0 -0.771
H -1.784457 7.808546 5.372475 0.2 -0.2 0.5 0.212
H -0.833609 8.333973 6.884879 0.2 -0.7 -0.3 0.320
H -0.428466 8.910593 5.236035 0.1 0.2 0.0 0.288
H -1.354962 11.457057 5.973363 0.1 0.4 0.1 0.323
H -0.710490 10.671643 7.381594 0.2 -1.1 -0.1 0.419
H -2.140930 11.899045 8.590942 0.0 -0.3 0.0 0.353
H -3.389703 10.738066 8.053901 -0.2 0.0 -0.1 0.288
H -4.220397 11.544412 5.703484 -0.3 -0.1 -0.2 0.349
H -3.475907 13.066360 5.226292 -0.6 0.2 -0.5 0.315
H -6.130786 12.653866 6.824435 0.3 0.5 0.7 0.348
H -5.934563 13.363156 5.265070 0.0 -0.9 -0.6 0.391
H -4.840977 15.529122 4.782055 0.9 -1.1 -0.5 0.347
H -3.522433 15.510262 6.189263 0.2 -0.7 -0.6 0.244
H -4.963604 16.445921 6.080950 0.4 0.6 0.4 0.292
C 1.530855 -10.055810 13.126408 0.3 1.7 -1.9 -0.805
O 1.975492 -8.744887 12.680118 0.4 -0.7 0.9 -0.242
C 2.439349 -7.928123 13.730423 0.3 2.2 -1.3 -0.532
C 2.644865 -6.483653 13.120503 -2.1 -0.8 0.4 -0.475
O 3.593907 -6.514860 12.142238 2.8 -0.8 -0.7 -0.308
C 4.070645 -5.285396 11.641184 -0.6 -0.7 -0.4 -0.631
C 3.221417 -4.783654 10.504657 0.0 1.9 -1.0 -0.530
O 2.105098 -4.104687 10.989545 -2.1 1.7 0.8 -0.284
C 1.624309 -2.940193 10.278116 0.5 -0.3 -0.6 -0.825
H 1.311846 -10.525760 12.167619 -0.6 -0.2 0.2 0.227
H 0.630122 -9.815281 13.691155 0.1 -1.0 0.5 0.346
H 2.341970 -10.665796 13.524033 -0.2 0.3 0.8 0.286
H 3.405754 -8.216777 14.143737 0.2 -0.5 -0.1 0.288
H 1.747880 -7.825094 14.566698 -0.4 -0.2 0.0 0.394
H 2.778343 -5.769173 13.932789 0.7 0.2 0.2 0.359
H 1.779254 -6.109633 12.573781 -1.0 -0.4 0.6 0.324
H 5.052220 -5.392046 11.179419 0.3 -0.6 0.5 0.341
H 4.136552 -4.597652 12.484256 0.0 0.5 -0.3 0.340
H 2.916246 -5.476928 9.720855 0.1 -0.9 0.5 0.337
H 3.794020 -4.064531 9.918910 0.6 0.3 0.1 0.471
H 0.755005 -2.422478 10.683550 -0.2 -1.0 0.8 0.271
H 1.359522 -3.185920 9.249714 0.0 -0.2 -0.2 0.326
H 2.308358 -2.093934 10.214724 0.9 -0.3 0.1 0.323
C 9.073763 -3.001265 -19.748003 -0.6 0.1 0.8 -0.638
O 7.877675 -3.122295 -19.013934 0.1 0.2 0.4 -0.362
C 8.003446 -3.361624 -17.624256 -1.9 0.0 0.1 -0.473
C 7.918551 -2.060230 -16.770097 1.4 0.4 -1.1 -0.479
O 7.979599 -2.179451 -15.382694 -1.0 -0.8 0.0 -0.235
C 9.221159 -2.549999 -14.824705 -0.4 1.4 1.0 -0.537
C 8.957678 -2.407948 -13.293763 -0.5 -0.3 -1.1 -0.522
O 8.818022 -1.052083 -12.860031 0.9 -1.0 0.4 -0.340
C 7.901105 -0.983996 -11.748193 -0.1 1.1 -1.6 -0.704
H 8.693919 -2.555319 -20.667216 0.9 -0.1 -0.2 0.226
H 9.539166 -3.981048 -19.855331 0.1 -0.1 -0.5 0.257
H 9.764606 -2.386235 -19.171311 0.3 0.4 -0.5 0.295
H 8.755342 -4.108016 -17.368004 0.4 0.2 0.0 0.428
H 7.021442 -3.817120 -17.496633 0.1 -0.5 0.9 0.227
H 7.010359 -1.566979 -17.116482 -0.3 -0.1 0.6 0.261
H 8.707482 -1.343198 -16.997160 0.4 0.0 -0.7 0.372
H 10.003295 -1.841473 -15.097397 0.1 0.4 -0.2 0.341
H 9.577173 -3.508380 -15.202693 -0.2 -0.4 0.6 0.374
H 9.706871 -2.979876 -12.746303 0.1 0.2 0.4 0.320
H 7.958453 -2.822890 -13.161515 0.1 -0.7 0.1 0.330
H 6.924104 -1.076139 -12.222630 -0.4 -0.3 0.5 0.317
H 7.966120 0.052885 -11.418418 0.1 -0.2 0.4 0.259
H 8.028294 -1.701114 -10.937217 0.4 0.0 -0.1 0.282
```
Positions in Å, forces in eV/Å.

The value obtained for the energy above the lowest of the compared OMol25 structures with the same formula, charge and spin is 7.602 eV. Its structure (SMILES) is CCOS(C)(=O)=O.CCOS(C)(=O)=O.CCOS(C)(=O)=O.COCCOCCOC.COCCOCCOC.COCCOCCOC.COCCOCCOC.COCCOCCOC.COCCOCCOC. The strongest force on any atom is 4.67 eV/Å. The LUMO energy comes out at 0.41 eV. As for the total energy: -5004.64582 Ha.